{
  "formula": "C2HBrCl4O2S",
  "method": "ωB97M-V/def2-TZVPD",
  "e_lumo_ev": [-1.1, -4.7],
  "gap_ev": [9.86, 4.04],
  "elements": ["C", "C", "O", "O", "S", "Cl", "Cl", "Cl", "Cl", "Br", "H"],
  "coordinates": [[1.8969, 0.1162, -0.4286], [0.7166, 0.2998, 0.4190], [-3.3958, -2.3723, 0.6433], [-0.1978, -0.4611, 0.5422], [-3.2341, -1.6896, -0.5497], [1.3623, -0.1164, -2.0986], [3.0700, 1.3763, -0.4168], [-0.0127, 2.3272, -0.0557], [1.2223, 0.9108, 2.1295], [-3.6985, 0.3984, -0.1376], [2.2708, -0.7893, -0.0469]],
  "atomic_forces_ev_per_a": [[0.0, 0.9, -1.9], [-2.3, -2.4, 2.8], [-0.6, -3.3, 5.1], [0.6, 0.8, -1.4], [0.8, 2.6, -5.0], [-0.2, -0.4, -0.1], [0.8, 0.4, 0.3], [-0.1, 0.8, 0.3], [0.2, 1.1, -0.2], [-0.1, 0.8, -0.1], [1.0, -1.2, 0.2]]
}

{
  "formula": "C2HBrF2O",
  "method": "ωB97M-V/def2-TZVPD",
  "relative_energy_ev": 2.630,
  "e_lumo_ev": -0.6,
  "gap_ev": 9.36,
  "elements": ["C", "C", "O", "F", "F", "Br", "H"],
  "coordinates": [[0.2992, -1.2701, -1.1212], [-2.0557, 0.9584, -0.2626], [0.1077, -1.5142, 0.0168], [0.9725, -0.1914, -1.5999], [-2.1742, 1.9240, 0.5966], [-3.6319, 0.0324, -0.3582], [-0.2359, -1.7463, -1.9640]],
  "atomic_forces_ev_per_a": [[-1.6, 0.6, -0.4], [1.5, 0.7, -0.1], [0.9, 0.2, -0.3], [0.1, -0.7, 0.6], [-0.2, -0.1, 0.1], [-1.3, -0.6, 0.1], [0.6, -0.1, 0.1]]
}

{
  "formula": "C2HBrFN",
  "method": "ωB97M-V/def2-TZVPD",
  "relative_energy_ev": 0.772,
  "e_lumo_ev": -0.4,
  "gap_ev": 11.29,
  "elements": ["N", "C", "C", "F", "Br", "H"],
  "coordinates": [[0.5333, 1.9022, -0.8663], [0.2146, 0.8731, -0.5156], [-0.1162, -0.2561, 0.2268], [1.1374, -1.2539, 0.4405], [-1.4631, -1.3347, -0.6729], [-0.3060, 0.0695, 1.3876]],
  "atomic_forces_ev_per_a": [[0.4, 1.7, -1.0], [0.7, -0.1, 0.2], [1.2, -3.9, 4.0], [-3.0, 2.8, -0.8], [0.6, 0.6, 0.8], [0.0, -1.1, -3.1]]
}

| no. | DFT total energy (eV) |
| --- | --- |
| 1 | -137148.6934 |
| 2 | -79611.9848 |
| 3 | -76338.0733 |